No. 1
{
  "formula": "C7H10OS",
  "method": "ωB97M-V with the def2-TZVPD basis set",
  "symbols": ["C", "C", "C", "C", "C", "C", "C", "O", "S", "H", "H", "H", "H", "H", "H", "H", "H", "H", "H"],
  "coordinates": [[-0.180082, -0.637611, 1.028253], [0.854425, -0.493554, 0.189589], [-2.115848, -1.453425, 0.923279], [-1.152493, 0.176993, -1.154123], [-0.304842, 0.536394, 0.038654], [2.212816, -1.096257, -0.213773], [-0.235301, 2.055581, 0.415021], [-3.344312, 0.672314, 0.295737], [-2.808299, -0.494475, -0.378419], [-2.209623, -2.492278, 0.721040], [-2.386391, -1.250319, 1.996641], [-1.301299, 1.045930, -1.884641], [-0.788103, -0.792848, -1.586410], [3.143292, -0.977051, 0.418362], [2.246953, -0.901637, -1.291416], [2.091933, -2.174600, -0.237955], [0.205683, 2.256501, 1.355420], [-1.230682, 2.475033, 0.777248], [0.109726, 2.679116, -0.419627]],
  "forces_ev_per_a": [[-2.186, 0.220, -2.809], [0.093, -0.594, 2.779], [2.831, 0.964, 1.566], [0.352, -0.624, -0.100], [1.036, 0.436, 0.350], [-1.328, -0.432, -0.558], [-2.411, -0.577, -0.037], [-1.344, 1.718, 0.571], [1.108, 0.093, -0.018], [0.622, -0.995, -0.276], [-0.220, 0.341, -1.561], [-0.338, -1.559, 0.877], [-0.136, 1.162, -0.201], [-1.279, 0.875, -0.876], [1.096, 0.528, 0.213], [-0.277, -0.385, 0.365], [1.790, -0.177, 0.615], [0.416, -0.840, -1.325], [0.177, -0.153, 0.425]],
  "total_energy_ha": -745.9008,
  "de_lowest_kcal_mol": 147.7,
  "e_homo_ha": -0.32263,
  "gap_ev": 8.486,
  "lumo_ev": -0.3
}

=====

No. 2
{
  "formula": "C5H11N2O",
  "method": "ωB97M-V with the def2-TZVPD basis set",
  "symbols": ["O", "C", "C", "C", "C", "C", "N", "N", "H", "H", "H", "H", "H", "H", "H", "H", "H", "H", "H"],
  "coordinates": [[0.213379, -1.480761, -0.414261], [-0.799014, -1.063346, 0.223564], [-1.058480, 0.261617, 0.583457], [-0.452586, 1.381030, -0.079459], [0.134125, 2.615874, 0.826344], [1.985153, 1.448027, 1.643862], [1.147352, 2.409714, 1.829361], [-0.647281, -4.011120, -2.473338], [-1.585323, -1.778844, 0.578858], [-1.708087, 0.469847, 1.457210], [-1.296237, 1.903985, -0.578490], [0.484425, 1.057734, -0.661878], [0.694539, 3.204626, 0.099717], [-0.743077, 3.231571, 1.143198], [2.564530, 1.130896, 2.501075], [2.305478, 1.092110, 0.718194], [-0.598971, -3.639884, -3.378112], [-0.297603, -3.307702, -1.836253], [-0.342321, -4.925374, -2.183047]],
  "forces_ev_per_a": [[-3.086, 2.108, 2.131], [2.168, -5.399, -1.865], [0.760, 4.295, 1.074], [2.446, -0.935, 0.399], [-0.169, 1.896, -0.709], [-0.478, 2.535, 2.388], [-0.799, -3.343, 0.151], [-0.648, 0.760, 2.383], [0.619, 0.157, -0.452], [-0.077, -0.309, -0.733], [0.389, 0.041, -0.259], [-2.197, 0.244, -0.073], [-0.666, 0.382, -0.611], [0.894, -0.699, 0.326], [0.418, 0.299, 0.038], [-0.242, -1.268, -1.807], [0.385, -0.505, -1.496], [0.077, -0.289, 0.010], [0.206, 0.029, -0.895]],
  "total_energy_ha": -381.3930,
  "charge": 1,
  "de_lowest_kcal_mol": 170.0,
  "e_homo_ha": -0.44498,
  "gap_ev": 3.316,
  "lumo_ev": -8.8
}

=====

No. 3
{
  "formula": "C5H13NO",
  "method": "ωB97M-V with the def2-TZVPD basis set",
  "symbols": ["C", "N", "C", "C", "C", "C", "H", "H", "H", "H", "H", "H", "H", "H", "H", "H", "H", "O", "H", "H"],
  "coordinates": [[-0.632218, -2.196528, -1.897701], [-0.809155, -0.793625, -1.514687], [0.377649, -0.372811, -0.744514], [-0.105988, 0.761529, 0.161062], [-1.651867, 0.816916, -0.020058], [-1.893511, -0.588782, -0.531527], [-0.537308, -2.776567, -0.958263], [-1.503373, -2.513875, -2.476607], [0.206823, -2.385382, -2.550040], [0.690642, -1.227362, -0.097958], [1.230942, -0.290288, -1.418962], [0.100875, 0.572267, 1.219377], [0.382325, 1.734364, 0.053699], [-1.841555, 1.579235, -0.750472], [-2.150561, 0.977552, 0.924076], [-2.851687, -0.733571, -1.052551], [-1.793135, -1.431991, 0.168059], [3.732534, 2.045503, 3.690905], [3.243952, 1.790737, 2.901716], [4.141814, 2.881702, 3.488603]],
  "forces_ev_per_a": [[-1.211, 0.434, 0.410], [0.827, 0.175, 0.180], [-0.056, -1.118, 0.171], [0.260, 0.860, 0.888], [1.521, -1.096, 0.455], [-0.420, -0.804, -1.971], [0.019, -0.328, -0.428], [-0.088, -0.155, 0.280], [0.527, 0.325, 0.036], [-0.214, 0.228, 0.019], [-0.052, 0.859, 0.023], [0.061, -0.533, -0.137], [-0.143, -0.049, -0.674], [-0.714, 0.158, -0.373], [-0.223, 0.377, 0.111], [0.108, 0.166, 0.224], [-0.197, 0.503, 0.791], [-0.232, -0.476, 0.129], [0.061, 0.078, 0.027], [0.167, 0.396, -0.161]],
  "total_energy_ha": -328.2696,
  "de_lowest_kcal_mol": 30.9,
  "e_homo_ha": -0.31925,
  "gap_ev": 9.424,
  "lumo_ev": 0.7
}

=====

No. 4
{
  "formula": "C6H9N",
  "method": "ωB97M-V with the def2-TZVPD basis set",
  "symbols": ["C", "C", "C", "C", "C", "C", "N", "H", "H", "H", "H", "H", "H", "H", "H", "H"],
  "coordinates": [[1.406472, -0.762587, 0.852356], [1.076782, 0.111241, -0.336457], [-0.199570, 0.028579, -1.111352], [-1.363755, -0.724586, -0.520341], [0.092036, 1.265730, -0.269149], [-0.850864, 1.280786, 0.832591], [-1.549921, 1.549332, 1.705233], [0.520194, -1.022441, 1.427860], [1.872974, -1.692949, 0.522264], [2.104264, -0.261859, 1.526979], [1.944073, 0.369899, -0.943476], [-0.138744, 0.136044, -2.194755], [-2.297217, -0.533270, -1.041801], [-1.189236, -1.785995, -0.494083], [-1.786653, -0.194520, 0.720098], [0.359169, 2.236595, -0.675973]],
  "forces_ev_per_a": [[-0.052, 0.044, -0.052], [0.156, -0.010, 0.087], [-0.250, 0.236, 0.287], [-1.742, 0.898, 2.554], [-0.201, -0.321, 0.171], [1.242, 2.383, 0.366], [-0.168, 0.137, 0.462], [-0.054, 0.021, -0.006], [-0.026, 0.032, -0.024], [-0.039, 0.021, -0.069], [-0.182, -0.036, 0.078], [-0.120, -0.060, 0.302], [0.060, -0.052, -0.490], [-0.065, -0.444, 0.316], [1.590, -2.642, -4.046], [-0.148, -0.207, 0.064]],
  "total_energy_ha": -288.6783,
  "de_lowest_kcal_mol": 65.1,
  "e_homo_ha": -0.36747,
  "gap_ev": 10.901,
  "lumo_ev": 0.9
}

=====

No. 5
{
  "formula": "C4H5N2",
  "method": "ωB97M-V with the def2-TZVPD basis set",
  "symbols": ["C", "N", "C", "C", "N", "C", "H", "H", "H", "H", "H"],
  "coordinates": [[-0.923167, -1.229374, -0.890808], [-0.229009, -0.424407, -0.136341], [0.917558, -0.373606, 0.641409], [1.070127, 0.911503, 1.074957], [0.181970, 1.749850, 0.422976], [-0.542722, 1.058159, -0.306558], [-0.659947, -2.142888, -1.191487], [-1.887823, -1.022581, -1.259340], [1.393590, -1.296245, 0.822321], [1.839765, 1.324062, 1.834813], [-1.160342, 1.445529, -1.011942]],
  "forces_ev_per_a": [[0.824, 2.595, 1.919], [-1.945, 1.991, -2.634], [0.271, 0.051, 0.772], [1.973, -0.906, 1.252], [0.495, 1.034, 0.198], [0.601, -1.328, 2.150], [1.805, -3.834, -0.316], [-0.959, 1.460, -0.353], [0.696, -0.572, 0.598], [-1.522, -0.904, -1.555], [-2.240, 0.413, -2.031]],
  "total_energy_ha": -264.5622,
  "charge": 1,
  "de_lowest_kcal_mol": 33.4,
  "e_homo_ha": [-0.55403, -0.55403],
  "gap_ev": [8.150, 8.149],
  "lumo_ev": [-6.9, -6.9]
}

=====

No. 6
{
  "formula": "ClHNO2S",
  "method": "ωB97M-V with the def2-TZVPD basis set",
  "symbols": ["N", "S", "O", "O", "Cl", "H"],
  "coordinates": [[1.076601, 0.105083, 0.726495], [-0.235759, -0.274621, 0.045874], [-1.112081, -1.096308, 0.831267], [0.011142, -0.683191, -1.477888], [-1.362405, 1.523360, -0.070572], [1.622500, 0.425675, -0.055178]],
  "forces_ev_per_a": [[-0.488, -0.090, 0.460], [1.913, -2.016, -4.689], [-0.165, -0.041, -0.057], [-1.454, 1.491, 4.815], [-0.394, 0.421, -0.295], [0.589, 0.234, -0.234]],
  "total_energy_ha": -1064.2604,
  "charge": -1,
  "de_lowest_kcal_mol": 9.9,
  "e_homo_ha": -0.18289,
  "gap_ev": 8.896,
  "lumo_ev": 3.9
}

=====

No. 7
{
  "formula": "C6H10NOP",
  "method": "ωB97M-V with the def2-TZVPD basis set",
  "symbols": ["C", "C", "C", "C", "C", "C", "N", "O", "P", "H", "H", "H", "H", "H", "H", "H", "H", "H", "H"],
  "coordinates": [[-0.804655, -0.277849, 1.497234], [-0.000463, -0.701039, -0.822384], [-2.781087, 1.144577, -0.807780], [-1.427796, 1.319863, -0.176099], [-0.780976, 0.048096, 0.259168], [1.663296, -0.726649, -0.812806], [2.104017, -0.585856, 0.372905], [-2.578420, 1.774953, 0.444498], [3.835071, -0.484102, 0.640455], [-1.081384, 0.290201, 2.321214], [-0.284431, -1.214585, 1.740458], [-0.501232, -1.657890, -0.854116], [-0.116261, -0.068069, -1.736195], [-3.059802, 1.628876, -1.761287], [-3.305170, 0.223760, -0.715029], [-0.813588, 1.976794, -0.697077], [1.480758, -0.380244, 1.233110], [4.166308, -1.830940, 0.733770], [4.285824, -0.479898, -0.860046]],
  "forces_ev_per_a": [[1.793, -2.974, 2.104], [0.862, 2.265, -0.197], [0.643, -0.037, -0.535], [-1.516, -2.872, -1.284], [0.903, 1.826, -2.462], [-3.384, -0.865, -0.960], [0.299, 0.481, 2.366], [-0.464, 1.308, 0.343], [1.233, 0.825, -1.769], [-1.105, 1.044, 1.055], [-0.423, 0.090, 0.261], [0.543, -0.565, -0.771], [-0.459, -1.139, 0.220], [0.188, 0.714, 0.995], [-0.052, -0.916, 0.206], [1.086, 1.652, -0.519], [0.916, -0.319, -1.435], [-0.154, -0.628, 0.129], [-0.910, 0.109, 2.255]],
  "total_energy_ha": -705.7643,
  "de_lowest_kcal_mol": 117.2,
  "e_homo_ha": -0.30604,
  "gap_ev": 9.197,
  "lumo_ev": 0.9
}

=====

No. 8
{
  "formula": "C27H44AuNOSSiTe",
  "method": "ωB97M-V with the def2-TZVPD basis set",
  "symbols": ["Au", "C", "Si", "C", "N", "C", "C", "C", "C", "C", "C", "C", "C", "C", "C", "C", "C", "C", "C", "C", "C", "C", "H", "H", "H", "H", "H", "H", "H", "H", "H", "H", "H", "H", "H", "H", "H", "H", "H", "H", "H", "H", "H", "H", "H", "H", "C", "Te", "C", "H", "H", "H", "H", "H", "H", "C", "C", "C", "S", "O", "C", "C", "C", "H", "H", "H", "H", "H", "H", "H", "H", "H", "H", "H", "H", "H", "H"],
  "coordinates": [[-1.571458, 0.114502, -0.527813], [0.331191, 0.445959, -1.330559], [1.528138, 1.330456, -0.354970], [0.662583, 3.930258, -0.555264], [-0.563220, 3.767477, -0.259356], [-1.628507, 3.717130, -1.283890], [-2.562720, 4.902988, -1.053406], [-3.130942, 4.872008, 0.362073], [-2.011550, 4.843509, 1.398754], [-1.051162, 3.686586, 1.136266], [1.507326, 1.142742, 1.463277], [2.169276, 2.034213, 2.318531], [2.256972, 1.776568, 3.674997], [1.709511, 0.605609, 4.188976], [1.066522, -0.297641, 3.352808], [0.948041, -0.025712, 1.999071], [3.210473, 1.782378, -0.947319], [3.739954, 2.900887, -1.588223], [5.083749, 2.948329, -1.922431], [5.910538, 1.873635, -1.623578], [5.397662, 0.752333, -0.988503], [4.057767, 0.706094, -0.636099], [0.818706, -0.558950, -1.304206], [0.263470, 0.778821, -2.367960], [0.950531, 4.028040, -1.596851], [1.382747, 4.152535, 0.226945], [-2.145210, 2.765310, -1.135293], [-1.158222, 3.721176, -2.265274], [-3.353220, 4.846915, -1.801624], [-2.015135, 5.832064, -1.231712], [-3.765069, 3.988280, 0.483706], [-3.766296, 5.741129, 0.525917], [-2.409209, 4.715403, 2.405308], [-1.451038, 5.781733, 1.388847], [-1.559240, 2.719563, 1.203360], [-0.186950, 3.677913, 1.797479], [2.652042, 2.923220, 1.922896], [2.766497, 2.469809, 4.330362], [1.798306, 0.391533, 5.245882], [0.658791, -1.214343, 3.758341], [0.452753, -0.736690, 1.347625], [3.122307, 3.751902, -1.850804], [5.486618, 3.820630, -2.418628], [6.959421, 1.911255, -1.884754], [6.040561, -0.085709, -0.756185], [3.680152, -0.180040, -0.131058], [-4.979977, -0.511004, -1.525797], [-3.979590, -0.306969, 0.338162], [-3.928910, -2.387850, 0.746667], [-4.393923, -1.151973, -2.177041], [-5.089585, 0.476207, -1.966549], [-5.961128, -0.938805, -1.338705], [-4.913872, -2.696106, 1.085258], [-3.193655, -2.564589, 1.526865], [-3.647145, -2.907965, -0.164833], [-2.388633, -5.402019, -1.554465], [-1.519331, -4.558094, -2.479345], [-0.132852, -4.253544, -1.923864], [-0.165600, -3.033680, -0.583178], [1.181740, -2.362382, -0.582769], [-0.211775, -4.139187, 0.881983], [1.119488, -4.178942, 1.624515], [2.142259, -5.089650, 0.957709], [-3.359783, -5.600394, -2.006234], [-2.566036, -4.915492, -0.591836], [-1.920151, -6.366382, -1.349704], [-2.021985, -3.616881, -2.722472], [-1.382935, -5.084179, -3.425566], [0.502154, -3.768412, -2.666868], [0.375577, -5.151673, -1.569875], [-0.493065, -5.131146, 0.529617], [-1.016950, -3.762008, 1.514476], [0.914312, -4.516069, 2.642757], [1.525906, -3.167715, 1.694795], [1.766662, -6.111796, 0.880299], [3.066875, -5.121917, 1.532674], [2.388432, -4.731183, -0.042299]],
  "forces_ev_per_a": [[0.019, 0.019, -0.009], [-0.263, 0.472, -0.170], [0.456, -1.162, 0.111], [-0.104, 0.860, -0.051], [-0.073, -0.132, 0.040], [0.081, -0.049, 0.036], [-0.012, -0.038, 0.000], [0.002, 0.020, 0.002], [-0.009, -0.035, -0.012], [0.040, 0.032, -0.079], [-0.085, 0.080, -0.031], [0.132, -0.020, -0.030], [-0.043, 0.003, 0.021], [0.012, 0.002, -0.009], [-0.024, 0.007, 0.003], [-0.112, 0.075, 0.066], [-0.101, 0.402, 0.112], [-0.017, -0.001, -0.122], [0.005, -0.026, 0.004], [-0.005, 0.002, 0.003], [0.010, -0.026, -0.011], [-0.005, 0.036, -0.024], [-0.082, -0.029, 0.030], [0.200, -0.054, -0.030], [-0.037, -0.115, -0.019], [0.026, -0.311, 0.069], [0.021, -0.019, -0.009], [-0.005, 0.022, -0.001], [-0.008, 0.016, 0.008], [-0.020, 0.011, -0.002], [-0.004, 0.003, -0.004], [-0.002, -0.001, 0.008], [0.002, 0.027, 0.003], [-0.015, 0.008, 0.002], [0.014, -0.014, 0.004], [-0.009, 0.023, 0.012], [0.034, -0.028, -0.024], [0.003, 0.003, -0.004], [-0.009, 0.006, 0.002], [0.014, -0.005, 0.001], [0.013, -0.005, -0.011], [-0.007, -0.008, 0.013], [-0.002, 0.004, 0.004], [-0.001, 0.002, -0.003], [0.000, -0.001, -0.006], [0.008, 0.009, 0.026], [-0.023, -0.017, -0.001], [-0.094, 0.065, 0.032], [0.029, -0.023, -0.024], [-0.005, 0.001, -0.006], [0.008, 0.000, -0.001], [0.000, 0.003, 0.006], [-0.003, -0.002, -0.009], [-0.005, 0.004, 0.009], [0.020, -0.005, 0.017], [-0.005, -0.014, 0.019], [0.004, 0.001, 0.028], [0.084, -0.014, 0.005], [-0.028, -0.220, 0.015], [-0.027, 0.084, 0.035], [0.036, 0.016, 0.013], [0.015, -0.010, -0.043], [0.013, 0.012, -0.012], [0.002, 0.001, -0.006], [-0.009, 0.014, -0.015], [0.006, 0.005, 0.004], [0.006, 0.001, -0.011], [-0.012, 0.002, -0.002], [-0.025, 0.007, -0.017], [0.040, 0.014, -0.028], [-0.062, 0.003, 0.041], [0.017, 0.034, 0.006], [0.011, -0.033, -0.008], [-0.023, 0.004, 0.034], [-0.003, 0.001, -0.003], [-0.003, 0.000, 0.004], [0.001, 0.000, 0.001]],
  "total_energy_ha": -2276.0089,
  "charge": 2,
  "de_lowest_kcal_mol": 59.1,
  "e_homo_ha": -0.49481,
  "gap_ev": 5.940,
  "lumo_ev": -7.5
}